Entry 1:
15
Properties=species:S:1:pos:R:3:lowdin_charge:R:1 method="wB97M-V/def2-TZVPD" spin_multiplicity=1 homo_ev=-8.7 lumo_ev=0.79 orbital_gap_ev=9.46 de_lowest_kcal_mol=129.9 max_force_ev_per_a=4.04 total_charge=0
C 0.41530 -0.22164 -1.70080 -0.03
C 0.05289 -0.16100 -0.22859 -0.48
C 0.96999 -0.93141 0.70966 -0.10
C 1.53856 0.00298 1.45451 0.12
C 0.25093 1.08876 0.61085 -0.03
C -1.04673 1.27170 0.88366 -0.06
C -1.45969 0.06282 0.07098 -0.11
H 0.31462 0.76920 -2.14209 0.08
H -0.24999 -0.89979 -2.22975 0.08
H 1.43945 -0.55710 -1.84763 0.08
H 1.15148 -1.99550 0.70635 0.10
H 2.21267 0.13970 2.26597 0.05
H -1.61842 1.94841 1.49329 0.08
H -1.86266 -0.69150 0.74960 0.12
H -2.10839 0.17437 -0.79600 0.10



Entry 2:
15
Properties=species:S:1:pos:R:3:lowdin_charge:R:1 method="wB97M-V/def2-TZVPD" spin_multiplicity=1 homo_ev="-8.6 / -8.6" lumo_ev="-1.34 / -1.34" orbital_gap_ev="7.23 / 7.23" de_lowest_kcal_mol=163.9 max_force_ev_per_a=4.76 total_charge=0
C 0.77716 1.29145 -0.02408 -0.04
C -0.58431 0.93827 -0.04636 -0.14
C 1.68320 0.28666 -0.07672 -0.32
C 1.60362 -1.11317 0.09262 0.10
C 2.96949 -0.39638 0.06956 -0.18
C -1.13859 -0.30076 -0.04868 -0.15
C -2.64607 -0.57763 -0.05223 -0.11
H 1.10210 2.31468 -0.19408 0.11
H -1.40919 1.77014 -0.30406 0.15
H 3.67537 -0.70512 -0.74650 0.09
H 3.56713 -0.41043 1.11165 0.13
H -0.55867 -1.21189 0.36061 0.09
H -2.69859 -1.62214 -0.38559 0.06
H -3.23033 0.05112 -0.75980 0.07
H -3.11233 -0.31481 1.00364 0.12



Entry 3:
15
Properties=species:S:1:pos:R:3:lowdin_charge:R:1 method="wB97M-V/def2-TZVPD" spin_multiplicity=3 homo_ev="-6.3 / -10.1" lumo_ev="1.19 / -1.29" orbital_gap_ev="7.53 / 8.83" de_lowest_kcal_mol=56.5 max_force_ev_per_a=5.67 total_charge=0
C 0.38029 -2.08316 0.23577 -0.08
C 0.88388 -1.29196 1.09195 0.09
C 0.35955 1.12091 -0.65336 -0.16
C 0.02292 1.12052 0.91216 -0.13
C -0.47841 -0.00182 -1.26162 -0.17
C -0.32821 -0.32772 1.17741 -0.23
C -0.56276 -1.03952 -0.17126 -0.16
H 0.60242 -2.99929 -0.31050 0.10
H 0.03520 1.95198 -1.36306 0.13
H 1.34485 0.85048 -0.75406 0.07
H 0.87226 1.41314 1.36930 0.06
H -0.76578 1.83830 1.12087 0.11
H -1.51325 0.36646 -1.28265 0.12
H 0.06338 -0.28184 -2.14978 0.11
H -0.91636 -0.63646 2.03883 0.13



Entry 4:
125
Properties=species:S:1:pos:R:3:lowdin_charge:R:1 method="wB97M-V/def2-TZVPD" spin_multiplicity=1 homo_ev=-12.2 lumo_ev=-3.28 orbital_gap_ev=8.89 de_lowest_kcal_mol=0.0 max_force_ev_per_a=1.21 total_charge=+1
O -1.82225 -2.42997 -3.48872 -0.08
C -1.82480 -1.06759 -3.13189 -0.25
C -0.39984 -0.67939 -2.78575 -0.15
C 0.07491 -1.48095 -1.54622 -0.13
C 0.43282 -0.59002 -0.37478 -0.07
N -0.79614 -0.24233 0.36070 0.00
C -1.64841 -1.17181 0.88229 -0.02
C -2.68131 -0.49370 1.45226 0.01
N -2.39996 0.83189 1.26179 0.12
C -1.25046 0.97129 0.58477 -0.04
H -2.71280 -2.71551 -3.72087 0.08
H -2.20133 -0.43984 -3.94271 0.11
H -2.46603 -0.91178 -2.25319 0.11
H 0.22714 -0.99395 -3.60488 0.09
H -0.31338 0.39406 -2.63170 0.11
H -0.73879 -2.16495 -1.30311 0.10
H 0.91231 -2.11425 -1.80346 0.09
H 0.84956 0.34076 -0.74899 0.11
H 1.17206 -1.01232 0.30015 0.13
H -1.42658 -2.21911 0.77222 0.11
H -3.53537 -0.92922 1.93925 0.11
H -2.99818 1.56661 1.60211 0.17
H -0.77966 1.88598 0.27696 0.13
O 1.07649 2.67538 -1.34291 -0.06
H 1.99648 2.39274 -1.27706 0.06
H 1.12962 3.63853 -1.46793 0.05
O 3.08884 -2.65299 -1.94680 -0.06
H 3.58378 -2.85608 -2.75136 0.04
H 2.86618 -3.51961 -1.58091 0.02
O 4.53808 -2.35400 0.65173 -0.07
H 3.87976 -1.65392 0.70680 -0.01
H 4.70103 -2.45820 -0.29193 0.01
O -3.59670 -2.25875 -6.21704 -0.04
H -2.68391 -2.52053 -6.04077 0.03
H -3.53426 -1.31733 -6.42881 0.02
O -0.10476 -3.87856 1.75501 -0.06
H 0.22928 -3.28360 2.44153 0.04
H -0.44973 -4.63431 2.25438 0.01
O 3.08157 -0.75980 2.54976 -0.06
H 2.52193 -1.45029 2.92639 0.03
H 3.88070 -0.78140 3.10241 0.04
O -1.51354 -4.78586 -5.03961 -0.05
H -1.11069 -4.16356 -4.42108 0.01
H -2.04071 -5.37237 -4.48809 0.04
O 4.97031 -1.06059 4.94046 -0.05
H 5.29390 -0.41667 5.57863 0.06
H 4.46643 -1.68867 5.47320 0.05
O -5.61739 -1.23141 -3.77531 -0.06
H -5.14615 -1.48476 -4.58093 0.00
H -5.89350 -2.07134 -3.39459 0.05
O 1.98314 -3.37962 3.78672 -0.05
H 2.53302 -3.59752 3.02075 0.05
H 1.74373 -4.23897 4.15524 0.06
O 5.97368 -3.46637 5.72584 -0.07
H 6.15345 -2.91219 4.95784 0.02
H 6.73716 -4.04615 5.80147 0.04
O 2.74729 -2.53036 -4.92112 -0.05
H 2.09567 -1.82228 -4.85649 0.00
H 2.88913 -2.64303 -5.86613 0.05
O 1.53499 3.56278 1.31482 -0.05
H 1.35833 2.79906 0.75157 0.01
H 0.69533 3.71079 1.77041 0.01
O -3.12874 3.11562 -1.47743 -0.03
H -4.08899 3.16497 -1.39906 0.06
H -2.86177 2.42739 -0.86554 0.00
O 1.48569 0.42764 -4.78199 -0.05
H 2.20836 0.82981 -5.27731 0.06
H 0.89191 1.15985 -4.58651 0.04
O 1.91530 -5.60601 -1.88292 -0.04
H 0.97316 -5.47900 -2.03558 0.05
H 2.16524 -6.29738 -2.50505 0.06
O 2.09062 5.44867 3.55818 -0.04
H 1.15836 5.66749 3.43272 0.02
H 2.26703 4.76519 2.90018 0.02
O 4.91152 6.07187 5.02517 -0.06
H 4.11577 5.66037 4.66939 0.00
H 5.15331 5.51625 5.77569 0.01
O 6.95529 4.56909 6.29833 -0.06
H 7.12761 5.13167 5.53341 0.04
H 7.68550 3.94404 6.30600 0.04
O -4.12394 0.92743 -5.88147 -0.03
H -3.70856 1.54404 -5.26944 0.05
H -4.64313 0.34556 -5.31630 0.01
O -5.37991 -1.86937 3.13357 -0.05
H -5.08718 -2.26188 3.96585 0.05
H -6.14031 -1.33090 3.38023 0.06
O -3.81801 -3.65788 -1.04329 -0.05
H -4.24113 -3.78664 -0.17798 0.00
H -3.10862 -3.02770 -0.89799 -0.01
O -0.35255 -6.26667 3.41993 -0.05
H 0.17266 -6.81478 2.81776 0.03
H -0.75025 -6.88295 4.04158 0.06
O 1.41515 1.34296 3.40609 -0.08
H 1.55524 1.99084 2.70562 -0.02
H 2.16515 0.71540 3.30063 0.01
O -1.24703 4.09856 1.83591 -0.02
H -1.37216 3.31533 1.28644 0.00
H -2.09985 4.26364 2.25569 0.09
O 2.35142 7.67949 1.44489 -0.06
H 1.56198 7.26544 1.07779 0.02
H 2.58306 7.12066 2.19939 0.01
O 1.86803 5.99037 -1.22525 -0.06
H 2.76712 5.71967 -1.01096 0.04
H 1.94749 6.92745 -1.43153 0.05
O -3.80080 5.08543 -3.82300 -0.05
H -4.75821 5.17949 -3.81359 0.04
H -3.59806 4.41085 -3.16780 -0.02
O -2.95875 -3.61657 2.61426 -0.03
H -2.35735 -3.01753 2.15810 -0.01
H -3.67337 -3.05788 2.94277 0.01
O -1.19029 6.13119 -0.29234 -0.05
H -1.97961 5.72175 -0.65925 0.02
H -0.97223 5.59932 0.48110 -0.01
O -0.03191 7.61222 4.01333 -0.05
H 0.66798 8.07486 3.53444 0.03
H -0.65949 8.30050 4.25116 0.04
O 1.59725 -6.29206 1.35135 -0.05
H 2.24042 -6.36062 0.63815 0.04
H 1.02531 -5.56134 1.09043 0.00
O -5.03853 -4.98987 1.24420 -0.06
H -5.43678 -5.78875 1.60192 0.05
H -4.18851 -4.92443 1.71132 0.01
O -2.61729 2.58411 -8.27287 -0.05
H -2.20779 3.21811 -7.67751 0.03
H -3.13323 2.00348 -7.70328 0.00



Entry 5:
141
Properties=species:S:1:pos:R:3:lowdin_charge:R:1 method="wB97M-V/def2-TZVPD" spin_multiplicity=1 homo_ev=-7.9 lumo_ev=-2.38 orbital_gap_ev=5.50 de_lowest_kcal_mol=158.9 max_force_ev_per_a=10.34 total_charge=0
C 0.46747 4.30943 3.60329 0.04
C 0.21661 3.14806 2.81107 -0.06
C 0.00148 1.92453 1.69079 -0.16
C 0.41375 2.57003 0.20379 -0.17
C 0.08375 1.58110 -1.05470 -0.19
N 0.98550 1.68523 -2.24646 -0.13
C 2.41076 1.28098 -2.00480 -0.19
F 3.29083 2.36060 -1.45686 0.04
F 2.98977 0.97420 -3.36782 -0.01
C 2.63293 -0.07832 -1.11793 -0.09
F 2.50370 0.09336 0.34679 0.07
F 1.76749 -1.19205 -1.65803 0.03
F 4.04618 -0.54479 -1.37905 0.03
S 0.79876 3.14001 -3.17352 0.94
O 0.02775 4.28898 -2.48435 -0.27
O -0.05717 2.75129 -4.44205 -0.32
F 2.25861 3.81067 -3.79395 -0.21
H 0.85164 5.39819 3.90642 0.07
H 0.71322 1.05102 2.02067 0.09
H -1.13817 1.64537 1.75852 0.12
H -0.30887 3.51249 0.08755 0.13
H 1.49782 3.00390 0.24261 0.10
H -0.05053 0.47565 -0.62395 0.16
H -1.01077 1.87863 -1.42939 0.12
O -1.72276 5.74832 3.63043 -0.09
H -1.92957 6.18937 2.79282 0.06
H -2.58886 5.48771 3.97790 0.01
O -2.72571 1.18068 -1.92322 -0.06
H -2.93253 1.62173 -2.76082 0.06
H -3.59182 0.92007 -1.57574 0.03
O -5.91768 0.84765 -2.30863 -0.07
H -6.12450 1.28870 -3.14623 0.07
H -6.78378 0.58704 -1.96116 0.02
O 1.07441 6.92255 5.70498 -0.09
H 0.79396 7.56946 6.36961 0.03
H 0.24517 6.63155 5.29698 -0.02
O 7.28951 0.11465 -2.01371 -0.05
H 7.08269 0.55570 -2.85132 0.05
H 6.42340 -0.14595 -1.66624 0.02
O -7.82436 -0.81280 -2.75350 -0.07
H -7.08110 -1.26944 -3.17530 0.07
H -8.51711 -1.48847 -2.70490 0.07
O -1.24469 8.37006 5.33932 -0.08
H -1.60285 7.59970 4.87334 -0.01
H -1.98790 8.68641 5.87444 0.04
O 0.35056 -3.78108 -1.10074 -0.04
H 0.17437 -4.35648 -1.86019 0.07
H 1.10691 -3.24546 -1.38331 0.04
O -3.55843 6.71999 5.41995 -0.05
H -4.31676 7.18594 5.03693 0.07
H -3.94434 5.91544 5.79753 0.03
O 4.16953 -0.03290 -5.73524 -0.04
H 3.76120 0.53499 -5.06468 0.02
H 4.53491 0.59144 -6.37982 0.08
O -2.50013 -3.99537 -1.81266 -0.05
H -2.98015 -3.17400 -1.99650 0.06
H -1.60147 -3.69958 -1.60360 0.00
O 3.17052 1.15875 3.08984 -0.06
H 2.99433 0.58336 2.33039 0.00
H 3.92687 1.69438 2.80727 0.02
O 6.89726 -1.67287 -4.95269 -0.06
H 6.13894 -1.20692 -5.33572 0.00
H 6.51136 -2.47742 -4.57511 0.02
O 1.46336 4.74231 -6.44573 -0.06
H 1.17349 4.31967 -5.62340 -0.03
H 2.31646 4.32413 -6.63581 0.03
O 5.84055 1.11686 2.99149 -0.07
H 5.55068 0.69422 3.81382 0.05
H 6.69365 0.69868 2.80141 0.03
O -1.35352 -3.20385 1.39320 -0.05
H -0.86390 -3.50393 2.17365 0.06
H -0.67899 -3.15108 0.69964 0.00
O 2.42023 4.87625 1.44562 -0.07
H 1.94021 5.69762 1.26179 0.05
H 3.31889 5.17204 1.65468 0.05
O -0.90016 1.46236 4.78028 -0.08
H -0.23211 1.52578 5.47926 0.00
H -1.26435 0.57059 4.88471 0.02
O -4.61757 -4.20879 -4.38207 -0.06
H -4.12795 -4.50887 -3.60162 0.00
H -3.94305 -4.15602 -5.07563 0.04
O -6.11954 2.00397 0.32946 -0.06
H -6.55530 1.31739 0.85633 0.04
H -6.41338 1.82571 -0.57645 -0.01
O -1.26258 -6.29438 0.54915 -0.05
H -1.32886 -5.47725 1.06565 0.04
H -1.58772 -6.04365 -0.32847 0.04
O 1.46841 -0.97176 -6.40104 -0.06
H 0.98839 -0.15038 -6.58487 0.05
H 2.36707 -0.67597 -6.19197 -0.01
O -0.74189 2.51699 7.50685 -0.07
H -1.15022 3.08489 8.17740 0.05
H -0.37652 3.14134 6.86226 0.02
O 1.56063 2.89945 5.94435 -0.07
H 2.05025 2.59937 6.72480 0.06
H 2.23515 2.95222 5.25079 0.04
O -2.83371 -8.79606 -1.28753 -0.04
H -2.71927 -7.95816 -0.81456 0.03
H -2.42787 -9.45275 -0.70200 0.07
O 0.57186 -0.96572 -9.19087 -0.08
H 1.06148 -1.26579 -8.41042 -0.01
H 1.24638 -0.91294 -9.88443 0.04
O -2.01635 -10.06229 -4.18095 -0.07
H -2.42469 -9.49440 -3.51040 -0.01
H -1.65098 -9.43795 -4.82553 0.04
O 7.88427 2.20107 1.29149 -0.05
H 7.70808 1.62568 0.53205 0.04
H 8.64062 2.73669 1.00893 0.06
O 4.76007 -3.40812 -3.32477 -0.04
H 4.47962 -2.76122 -2.66013 0.02
H 3.93083 -3.69913 -3.73277 0.05
O 1.22218 -7.71474 0.91122 -0.07
H 0.46385 -7.24879 0.52819 -0.02
H 0.83627 -8.51929 1.28880 0.03
O -5.19734 -5.11169 -0.02257 -0.06
H -5.37353 -5.68708 -0.78202 0.03
H -4.44099 -4.57607 -0.30514 0.01
O -4.21271 4.31085 2.79848 -0.05
H -4.64847 3.62427 3.32535 0.04
H -4.50656 4.13260 1.89257 0.04
O -4.30047 3.61627 6.48759 -0.05
H -4.59035 3.19362 7.30992 0.05
H -3.44737 3.19808 6.29751 0.04
O -1.15358 -7.87927 3.23982 -0.06
H -1.36040 -7.43823 2.40222 -0.01
H -2.01969 -8.13988 3.58730 0.04
O -4.94745 -8.39806 -3.47425 -0.07
H -4.27941 -8.33463 -2.77527 -0.01
H -5.31164 -9.28982 -3.36983 0.05
O -10.57581 0.51981 -2.46904 -0.06
H -11.00450 0.92085 -3.23994 0.04
H -9.63540 0.51125 -2.70217 0.00
O -1.67779 -0.67095 6.59421 -0.06
H -1.56335 0.16695 7.06719 0.02
H -1.27195 -1.32764 7.17974 0.05
O 9.94663 -0.60915 -3.44932 -0.07
H 9.58846 -1.37951 -3.91530 0.03
H 9.20342 -0.29280 -2.91421 -0.01
O 9.70138 0.69010 3.42200 -0.07
H 9.27269 1.09113 2.65111 -0.01
H 10.64179 0.68154 3.18888 0.04



Entry 6:
19
Properties=species:S:1:pos:R:3:lowdin_charge:R:1 method="wB97M-V/def2-TZVPD" spin_multiplicity=1 homo_ev=-8.5 lumo_ev=-1.42 orbital_gap_ev=7.08 de_lowest_kcal_mol=82.2 max_force_ev_per_a=4.36 total_charge=0
B 0.08380 1.06191 -0.45894 -0.80
C 1.06236 -3.05780 0.75690 -0.11
C 1.87346 -2.38533 -0.14148 -0.09
C -0.03365 -2.41659 1.30604 -0.09
C 1.58401 -1.07900 -0.49807 -0.06
C -0.32289 -1.11092 0.94755 -0.06
C 0.47813 -0.43299 0.03919 -0.10
C -2.16455 3.42244 -0.94110 0.14
N -2.61920 4.16034 -0.11707 0.19
O 1.01219 1.66490 -1.27776 0.13
O -1.06209 1.50305 -0.05628 0.06
H 1.28152 -4.08137 1.02795 0.10
H 2.73266 -2.88231 -0.57181 0.10
H -0.67163 -2.93289 2.01103 0.10
H 2.21106 -0.55234 -1.20187 0.10
H -1.18036 -0.60419 1.36425 0.10
H -2.13056 3.27970 -1.99050 0.10
H -2.51491 4.05397 0.88325 0.12
H 0.75978 2.54398 -1.56087 0.08